Record 1
DFT (ωB97M-V with the def2-TZVPD basis set) results for a structure of composition C21H51F5O12S2.

Geometry as XYZ:
```
91
Properties=species:S:1:pos:R:3:lowdin_charge:R:1
C 2.41158 3.37836 0.14586 -0.055
C 2.31364 1.89698 0.52698 -0.263
O 3.10301 1.01716 -0.24552 -0.149
C 2.84500 0.98720 -1.64345 -0.216
C 1.40722 0.67968 -2.04003 -0.170
C 0.98885 -0.75655 -1.66960 -0.186
C -0.52430 -0.95814 -1.56080 -0.181
C -1.18302 -0.09870 -0.46204 -0.168
C -1.91686 -0.86043 0.63436 -0.703
S -0.92162 -2.12221 1.47962 0.922
O -3.08414 -1.45804 -0.01601 -0.189
S -4.45242 -0.84970 0.49006 0.608
O -5.23400 -0.41378 -0.61931 -0.205
O -5.01088 -1.70500 1.49466 -0.221
O -3.80742 0.42660 1.18722 -0.161
C -2.55936 0.01001 1.76613 -0.318
C -1.76665 1.19357 2.34945 -0.102
C -2.37428 2.59766 2.16646 -0.138
C -2.23421 3.16008 0.73628 -0.056
C -3.47420 3.83972 0.17628 -0.422
F -4.63064 3.28510 0.60554 0.128
F -3.50530 5.14590 0.58094 0.108
C -3.52275 3.85511 -1.37542 -0.573
F -3.12758 2.69153 -1.88144 0.174
F -2.68059 4.78165 -1.83840 0.161
F -4.72735 4.11650 -1.83157 0.204
H 3.15994 3.89994 0.74697 0.074
H 2.65962 3.51983 -0.90701 0.062
H 1.44951 3.87673 0.31136 0.066
H 2.66610 1.75916 1.55403 0.122
H 1.26096 1.58032 0.51994 0.079
H 3.48482 0.18286 -2.02559 0.114
H 3.19667 1.91300 -2.11976 0.110
H 1.35582 0.78489 -3.13054 0.124
H 0.70554 1.42116 -1.64193 0.100
H 1.35763 -1.41386 -2.46702 0.118
H 1.48937 -1.08806 -0.75143 0.118
H -0.73241 -2.01381 -1.36775 0.088
H -0.99154 -0.72826 -2.52452 0.123
H -0.41613 0.50203 0.02851 0.083
H -1.90882 0.58328 -0.91309 0.115
H -0.80190 -2.92792 0.42183 -0.097
H -2.78336 -0.67396 2.59119 0.128
H -1.67760 1.01308 3.42367 0.123
H -0.74488 1.18815 1.95962 0.107
H -3.41728 2.60066 2.48567 0.118
H -1.83670 3.26121 2.84971 0.119
H -1.90471 2.37755 0.05928 0.096
H -1.45533 3.92990 0.72093 0.134
C 5.92274 -1.97206 -1.56882 -0.155
O 5.03246 -1.99024 -2.67919 -0.132
H 5.53583 -1.23838 -0.86524 0.074
H 5.96633 -2.94377 -1.06998 0.074
H 6.93219 -1.67527 -1.86498 0.076
H 5.35066 -2.63547 -3.31552 0.071
C 2.34987 -4.29834 3.05716 -0.155
O 1.09929 -4.37554 2.37582 -0.169
H 3.04204 -3.77266 2.40426 0.078
H 2.26502 -3.73971 3.99235 0.085
H 2.73160 -5.29803 3.26686 0.051
H 0.48772 -4.85475 2.94139 0.067
C 1.43360 -8.24277 2.19522 -0.150
O 1.75336 -7.58842 3.41987 -0.136
H 2.20667 -7.97117 1.48085 0.079
H 1.42713 -9.32927 2.31003 0.075
H 0.46860 -7.91449 1.80238 0.077
H 1.08159 -7.81934 4.06706 0.077
C -7.83048 -3.44543 2.14062 -0.173
O -7.40121 -3.99399 0.90396 -0.124
H -8.57250 -4.11946 2.56358 0.074
H -6.99794 -3.35071 2.84243 0.069
H -8.28963 -2.46204 2.00670 0.076
H -6.73854 -3.39632 0.54388 0.050
C 5.91260 -5.41763 4.76727 -0.157
O 5.47827 -4.58763 3.69762 -0.132
H 6.22940 -4.75817 5.57172 0.077
H 5.10488 -6.05656 5.13501 0.075
H 6.75986 -6.04431 4.47650 0.075
H 5.19091 -5.15775 2.97934 0.065
C 0.94135 5.19171 -3.73966 -0.148
O -0.04854 4.28366 -3.26999 -0.131
H 1.72579 4.59950 -4.20506 0.078
H 0.54329 5.88193 -4.48810 0.062
H 1.38054 5.76817 -2.92016 0.076
H -0.75179 4.79087 -2.85514 0.041
C -0.67319 8.76819 -6.06081 -0.164
O -0.21460 7.54141 -6.61486 -0.131
H 0.18102 9.44007 -6.02924 0.077
H -1.45292 9.22421 -6.67614 0.075
H -1.05212 8.63784 -5.04325 0.073
H -0.95821 6.93399 -6.65603 0.073
```

## Properties
Frontier orbital gap ... 10.02 eV
ΔE to the lowest compared entry with this formula, charge and spin ... 0.0 kJ/mol
LUMO level ... 0.323 eV


Record 2
DFT (ωB97M-V with the def2-TZVPD basis set) results for a structure of composition C21H51N2O6PS3SbSi3Tm.

Geometry as XYZ:
```
89
Properties=species:S:1:pos:R:3:lowdin_charge:R:1
Tm 0.15110 2.60061 0.85586 1.078
N 1.09231 1.90813 2.90899 -0.111
C 0.13812 2.01312 4.04024 -0.120
C -1.27650 1.39594 3.52459 -0.563
O -2.06138 0.93707 4.33423 0.018
N -1.33569 1.35564 2.20894 -0.099
C -2.52610 0.85206 1.57027 -0.133
C -2.41199 1.09431 0.04971 -0.609
O -3.13614 0.51284 -0.70728 0.073
O -1.49573 1.99352 -0.27711 -0.241
H 1.20356 0.89766 2.74497 0.102
H 1.99995 2.27290 3.14628 0.081
H 0.02127 3.00875 4.24241 0.071
H 0.50666 1.50493 4.93748 0.118
H -3.52061 1.30611 1.93427 0.157
H -2.63304 -0.21491 1.69004 0.101
C -2.19479 7.90943 -2.52835 -0.093
C -1.97322 6.68697 -1.67427 -0.250
O -0.52065 6.37115 -1.83652 -0.436
P 0.17182 4.99000 -1.37314 0.347
S 0.39121 5.13552 0.61869 0.181
S 0.46672 -3.40700 0.42740 -0.069
O 1.65684 5.36294 -1.79977 -0.461
C 2.10195 5.64097 -3.15917 -0.283
C 3.16584 6.75196 -3.04962 -0.071
H -2.96555 8.55723 -2.10986 0.064
H -2.68194 7.48367 -3.45237 0.086
H -1.31324 8.53889 -2.77403 0.086
H -2.46710 5.77940 -2.10886 0.125
H -2.15230 6.83067 -0.63770 0.088
H 1.26279 5.96936 -3.81271 0.114
H 2.54550 4.71236 -3.58552 0.104
H 2.74850 7.50257 -2.42121 0.065
H 3.55434 7.00583 -4.02240 0.066
H 4.04309 6.32078 -2.46176 0.083
C -4.61574 -2.71074 1.05484 -0.210
Si -3.67619 -4.00879 2.03374 0.213
C -4.64194 -5.66555 2.28481 -0.283
C -2.94252 -3.27241 3.57006 -0.300
Sb -1.53924 -5.08930 1.17283 0.564
Si 2.52010 -3.83438 1.09789 0.128
C 3.67616 -2.99142 -0.16889 -0.253
C 2.83904 -2.80713 2.65605 -0.258
C 2.99194 -5.71622 1.08982 -0.236
Si -2.38572 -4.80705 -1.25694 0.254
C -1.15391 -5.73689 -2.47831 -0.261
C -4.14541 -5.61735 -1.38357 -0.260
C -2.55267 -3.06273 -2.04024 -0.230
H -5.27813 -2.26321 1.80179 0.025
H -5.22775 -3.09086 0.22753 0.026
H -3.88374 -2.04145 0.64338 -0.009
H -5.69983 -5.49191 2.63982 0.024
H -4.04930 -6.29374 2.95866 0.004
H -4.65714 -6.22015 1.34147 -0.031
H -2.06440 -3.79525 4.08460 0.038
H -3.80604 -3.20449 4.30082 0.027
H -2.67916 -2.20461 3.45912 0.015
H 4.15236 -2.04290 0.13609 0.001
H 3.00107 -2.75088 -1.02180 0.004
H 4.42672 -3.60465 -0.62311 -0.004
H 2.85868 -1.74405 2.38027 -0.003
H 3.83980 -3.05735 2.98113 -0.002
H 2.29433 -2.92172 3.62425 0.034
H 2.77838 -6.15417 0.10120 0.019
H 2.54802 -6.24539 1.97194 0.024
H 4.10722 -5.84957 1.19963 0.018
H -0.26604 -5.07684 -2.53452 0.004
H -1.61509 -5.77843 -3.48841 0.011
H -0.81479 -6.72604 -2.27931 -0.014
H -4.00291 -6.37363 -2.24047 0.033
H -4.96239 -4.89175 -1.55816 0.011
H -4.48541 -6.12635 -0.45474 -0.026
H -3.31719 -3.07747 -2.80031 0.008
H -1.58293 -2.72869 -2.52120 0.039
H -2.76899 -2.30755 -1.30667 -0.018
O 1.75874 1.68591 -0.25556 -0.653
S 3.22356 1.31196 0.25627 1.035
C 3.92061 0.71212 -1.39087 -0.270
C 4.09725 1.96456 -2.23330 -0.252
C 4.39263 3.21763 -1.43163 -0.204
C 4.18501 2.85405 0.06154 -0.312
H 3.30593 -0.09933 -1.83425 0.119
H 4.93733 0.40531 -1.17112 0.089
H 3.17328 2.05781 -2.88885 0.135
H 4.91017 1.76769 -2.94287 0.116
H 3.90604 4.08074 -1.90849 0.082
H 5.44656 3.44920 -1.52659 0.105
H 3.77712 3.72298 0.68625 0.119
H 5.19091 2.67101 0.48167 0.095
```

## Properties
Expectation value of S² ... 3.757
Frontier orbital gap (alpha / beta) ... 2.56 / 4.84 eV
Charge ... -1
LUMO level (alpha / beta) ... 1.179 / 1.164 eV
Spin multiplicity ... 4


Record 3
DFT (ωB97M-V with the def2-TZVPD basis set) results for a structure of composition C21H52BaN3O7Zn.

Geometry as XYZ:
```
85
Properties=species:S:1:pos:R:3:lowdin_charge:R:1
Ba -3.82427 -2.33865 0.77007 1.925
Zn -0.07576 -2.64025 0.13279 1.001
C -1.01222 0.11744 3.01161 -0.017
C -1.00815 -0.08079 1.51233 -0.509
C 0.12310 0.57682 0.78246 -0.045
O -1.22945 -1.49441 1.21570 -0.515
H -0.16022 -0.40500 3.45785 0.095
H -1.90936 -0.29616 3.47067 0.051
H -0.91051 1.17059 3.26886 0.109
H -1.92068 0.40757 1.13602 0.103
H 0.04194 0.70227 -0.30461 0.083
H 1.10266 0.09686 0.80906 0.052
H 0.39621 1.56284 1.16567 0.110
C 2.85157 -1.67011 0.84160 -0.054
O 1.59762 -2.18070 1.29241 -0.301
C 1.74601 -3.03325 2.46476 -0.117
C 0.47893 -3.84457 2.55285 -0.184
N 0.03028 -4.34667 1.26199 -0.104
C 0.84744 -5.49341 0.78925 -0.144
C 0.55375 -5.90349 -0.64710 -0.285
O 1.34555 -6.98502 -0.92467 -0.140
C 0.86941 -7.75497 -2.03092 -0.049
H 3.64016 -2.42520 0.77240 0.113
H 3.17508 -0.87445 1.51679 0.118
H 2.85198 -1.22485 -0.15459 0.108
H 1.93218 -2.49618 3.39201 0.157
H 2.58451 -3.66311 2.15927 0.130
H -0.29820 -3.22124 3.00501 0.114
H 0.64944 -4.58039 3.34702 0.160
H -0.84021 -4.81433 1.52120 0.140
H 0.94897 -6.36004 1.44423 0.160
H 1.88463 -5.13695 0.74619 0.133
H 0.72772 -5.03457 -1.32192 0.122
H -0.52603 -6.11517 -0.74763 0.130
H 0.03798 -8.40499 -1.75399 0.102
H 1.67361 -8.41848 -2.34231 0.105
H 0.65069 -7.11843 -2.89037 0.098
C 0.91528 4.51815 -1.41956 -0.137
O 1.81238 5.15755 -0.56478 -0.162
C 3.07311 4.51344 -0.49225 -0.228
C 4.14754 5.11634 -1.37853 -0.208
N 4.18678 4.45769 -2.68519 -0.070
C 5.12939 5.13517 -3.58740 -0.211
C 4.98094 4.61022 -4.98936 -0.241
O 3.74114 4.90597 -5.58908 -0.199
C 3.69987 6.12019 -6.31597 -0.099
H 0.62935 3.51675 -1.05172 0.063
H 1.32044 4.21667 -2.40123 0.079
H 0.10473 5.17783 -1.71856 0.094
H 3.01781 3.42281 -0.58948 0.113
H 3.40996 4.68002 0.53716 0.119
H 5.12380 4.91967 -0.92672 0.123
H 4.03403 6.20456 -1.46745 0.129
H 3.29191 4.51665 -3.16149 0.084
H 6.14709 5.05760 -3.19889 0.126
H 4.90251 6.21528 -3.57232 0.119
H 5.11686 3.52951 -5.07900 0.124
H 5.81244 4.99189 -5.60030 0.126
H 4.33999 6.00224 -7.19552 0.093
H 3.94544 7.02061 -5.74930 0.088
H 2.68105 6.22900 -6.68611 0.087
C -2.97220 0.42960 -1.86152 -0.062
O -4.07640 0.00178 -1.04126 -0.308
C -4.63502 1.17272 -0.44346 -0.219
C -5.55548 0.83876 0.73245 -0.169
N -4.78055 0.05995 1.73013 -0.213
C -5.66739 -0.41495 2.84716 -0.185
C -4.88522 -1.05351 3.98168 -0.166
O -3.91146 -2.07121 3.59356 -0.384
C -3.14515 -2.56561 4.67733 -0.086
H -2.20545 0.97774 -1.31637 0.086
H -3.35818 0.96032 -2.72922 0.116
H -2.50218 -0.48831 -2.22467 0.088
H -5.27839 1.63831 -1.20175 0.147
H -3.99746 2.01446 -0.15057 0.143
H -6.32804 0.17351 0.33006 0.130
H -6.07089 1.69577 1.16417 0.147
H -4.13895 0.69279 2.21002 0.123
H -6.38305 -1.09605 2.36808 0.122
H -6.28736 0.38234 3.26423 0.147
H -5.49762 -1.58803 4.70943 0.145
H -4.29357 -0.31402 4.53222 0.140
H -2.20716 -1.99372 4.72592 0.082
H -2.84212 -3.60742 4.60236 0.099
H -3.57094 -2.35955 5.66109 0.113
```

## Properties
Frontier orbital gap ... 2.42 eV
Charge ... +3
LUMO level ... -10.740 eV


no.,largest force on an atom (eV/Å)
1,0.7
2,3.3
3,2.7